C84H180F12N2O8P5S4 as an isolated structure. Source: the Open Molecules 2025 dataset; level of theory: the ωB97M-V functional and the def2-TZVPD basis.

The value obtained for the highest occupied orbital energy is -13.79 eV. The total energy is -231764.669 eV. As for the total charge: +3.

XYZ file:
```
295
Properties=species:S:1:pos:R:3:mulliken_charge:R:1
C -29.63 10.57 -16.89 -1.4349
C -30.73 9.54 -16.67 0.4550
C -32.13 10.10 -16.67 -0.9461
C -32.30 11.25 -15.60 -0.9073
P -34.05 11.62 -14.93 0.1587
C -34.58 10.22 -13.91 0.4548
C -35.97 10.31 -13.34 -0.7130
C -36.38 8.98 -12.56 0.3344
C -37.79 8.89 -12.04 -1.5070
C -35.09 11.83 -16.30 -1.1385
C -36.42 12.57 -16.07 -0.7588
C -37.45 12.27 -17.18 -0.6478
C -37.01 12.58 -18.60 -1.3007
C -34.09 13.04 -13.85 0.0742
C -33.22 14.26 -14.35 -1.1327
C -33.24 15.42 -13.34 0.0194
C -32.48 16.69 -13.83 -1.5014
H -29.50 11.17 -16.00 0.2630
H -29.85 11.21 -17.75 0.3821
H -28.64 10.18 -17.08 0.3047
H -30.47 9.07 -15.71 -0.4745
H -30.64 8.73 -17.41 0.5108
H -32.86 9.32 -16.48 0.4385
H -32.39 10.57 -17.60 0.5538
H -31.91 12.22 -15.97 0.8905
H -31.73 11.00 -14.70 0.2622
H -33.90 10.30 -13.05 -0.8877
H -34.47 9.30 -14.48 1.1366
H -36.76 10.44 -14.11 0.2080
H -36.17 11.08 -12.60 0.0134
H -35.70 8.97 -11.70 -0.2756
H -36.20 8.12 -13.21 0.5241
H -38.04 9.65 -11.32 0.1702
H -37.96 7.93 -11.51 0.3890
H -38.57 8.97 -12.81 0.4596
H -35.24 10.80 -16.63 0.7068
H -34.50 12.33 -17.08 0.6613
H -36.24 13.64 -15.96 0.4107
H -36.76 12.33 -15.07 0.3398
H -38.40 12.77 -17.00 0.4317
H -37.60 11.18 -17.11 0.2790
H -37.81 12.25 -19.28 0.3797
H -36.08 12.15 -18.93 0.3390
H -36.79 13.62 -18.75 0.3579
H -33.73 12.73 -12.88 -0.5024
H -35.17 13.26 -13.81 1.0621
H -33.68 14.62 -15.27 0.5943
H -32.20 13.99 -14.60 0.2997
H -32.83 15.10 -12.36 -0.1143
H -34.30 15.67 -13.15 0.4024
H -32.55 17.44 -13.04 0.4375
H -32.95 17.16 -14.70 0.3748
H -31.39 16.60 -13.85 0.2929
C -33.69 9.64 -3.91 -1.0104
C -35.20 9.42 -4.22 -0.1805
C -35.93 10.71 -4.62 0.3301
C -35.90 11.75 -3.54 -1.3447
P -36.71 13.35 -3.91 0.9695
C -38.47 13.04 -4.08 -1.1602
C -39.34 14.37 -4.17 -0.6594
C -40.82 13.98 -4.12 -0.6419
C -41.27 13.72 -2.68 -1.2541
C -36.49 14.61 -2.64 -1.4263
C -37.36 14.40 -1.31 -0.2227
C -37.35 15.63 -0.44 -0.5378
C -38.38 15.48 0.80 -1.1882
C -35.98 13.98 -5.42 0.2168
C -34.45 14.21 -5.38 -0.7906
C -33.70 14.73 -6.64 -0.1942
C -32.14 14.78 -6.61 -1.0693
H -33.22 10.16 -4.78 0.0816
H -33.09 8.72 -3.78 0.4240
H -33.51 10.31 -3.05 0.3077
H -35.64 8.88 -3.40 0.4892
H -35.33 8.67 -5.00 -0.3947
H -36.93 10.42 -4.88 0.3359
H -35.44 11.11 -5.50 -0.1650
H -34.85 12.02 -3.31 0.5518
H -36.37 11.44 -2.58 0.5932
H -38.74 12.48 -3.19 0.5043
H -38.56 12.38 -4.94 0.5352
H -39.09 14.88 -5.11 0.2610
H -39.03 15.06 -3.38 0.7409
H -40.96 13.10 -4.73 0.2644
H -41.38 14.79 -4.53 0.5308
H -42.31 13.40 -2.76 0.4429
H -41.25 14.60 -2.05 0.3110
H -40.66 12.96 -2.15 0.2103
H -36.76 15.54 -3.18 0.5025
H -35.45 14.66 -2.32 0.7261
H -37.02 13.51 -0.74 0.3441
H -38.37 14.15 -1.67 -0.0718
H -37.67 16.46 -1.03 0.3423
H -36.36 15.83 0.00 0.3502
H -37.83 15.27 1.72 0.3304
H -39.19 14.75 0.65 0.3444
H -38.94 16.42 0.93 0.3332
H -36.56 14.87 -5.69 1.0649
H -36.23 13.28 -6.24 -0.7186
H -33.99 13.24 -5.21 0.0398
H -34.20 14.90 -4.57 0.3163
H -34.12 15.69 -6.87 0.5602
H -34.03 14.15 -7.51 -0.1749
H -31.76 13.76 -6.47 0.2498
H -31.72 15.43 -5.87 0.6263
H -31.85 15.17 -7.57 -0.0171
C -22.19 15.45 -10.52 -1.1894
C -23.30 15.54 -11.55 -0.6604
C -24.72 15.45 -10.95 -0.5225
C -25.00 14.06 -10.43 -0.8482
P -26.54 13.86 -9.43 0.9869
C -27.85 14.54 -10.41 -0.9393
C -29.13 14.66 -9.55 0.0368
C -30.20 15.52 -10.28 0.5777
C -29.71 16.89 -10.61 -1.7869
C -26.97 12.11 -9.25 -0.5044
C -25.99 11.20 -8.57 -0.6517
C -24.73 10.85 -9.41 0.0919
C -23.83 9.81 -8.75 -1.5912
C -26.45 14.74 -7.88 -1.2701
C -26.37 16.27 -7.97 -0.1189
C -26.63 16.92 -6.65 -0.8788
C -28.10 16.87 -6.21 -1.0793
H -22.30 16.09 -9.65 0.3028
H -21.20 15.59 -10.96 0.3964
H -22.12 14.44 -10.08 0.2696
H -23.09 14.74 -12.27 0.3096
H -23.22 16.47 -12.14 0.3795
H -25.48 15.71 -11.69 0.3529
H -24.90 16.21 -10.18 0.1411
H -24.26 13.82 -9.66 0.4758
H -24.96 13.34 -11.25 0.4665
H -28.03 13.93 -11.32 0.5449
H -27.53 15.56 -10.74 0.6833
H -28.92 15.07 -8.57 0.1322
H -29.56 13.70 -9.26 0.1094
H -31.13 15.56 -9.74 0.1969
H -30.53 14.94 -11.15 -0.5927
H -30.53 17.63 -10.64 0.4600
H -29.29 16.87 -11.58 0.4634
H -29.11 17.33 -9.82 0.1894
H -27.12 11.70 -10.26 0.2533
H -27.95 12.11 -8.76 0.2668
H -26.48 10.24 -8.39 -0.0623
H -25.63 11.62 -7.62 0.4247
H -24.15 11.77 -9.54 0.1286
H -25.00 10.54 -10.42 0.4158
H -23.38 10.16 -7.82 0.4116
H -22.99 9.61 -9.37 0.4289
H -24.42 8.91 -8.56 0.2696
H -25.60 14.37 -7.30 0.8058
H -27.34 14.41 -7.33 0.5145
H -27.06 16.58 -8.75 0.3515
H -25.39 16.54 -8.39 0.2309
H -26.30 17.95 -6.78 0.3954
H -25.96 16.46 -5.90 0.3365
H -28.72 17.42 -6.91 0.2603
H -28.30 17.40 -5.28 0.4859
H -28.46 15.83 -6.08 0.2199
C -35.09 5.21 -12.83 -0.5808
C -34.57 3.85 -12.49 -0.8247
C -34.30 3.59 -11.03 -1.0957
C -33.32 4.59 -10.30 0.1889
P -33.58 4.63 -8.51 0.4364
C -32.11 5.50 -7.94 -0.5023
C -31.95 5.70 -6.45 -0.7857
C -30.68 6.45 -6.06 -0.9057
C -30.77 8.00 -6.45 -0.4006
C -33.64 2.91 -7.87 -1.0098
C -32.39 2.09 -8.19 -0.5833
C -32.50 0.61 -7.71 -0.3907
C -31.32 -0.19 -8.21 -1.2825
C -35.06 5.61 -8.15 -1.0036
C -34.89 7.14 -8.33 1.4353
C -36.15 7.88 -7.91 -1.4808
C -36.23 9.36 -8.26 -0.1088
H -35.83 5.70 -12.15 0.2124
H -35.65 5.12 -13.78 0.5606
H -34.23 5.85 -12.90 -0.2145
H -33.65 3.62 -13.04 0.1753
H -35.34 3.12 -12.74 0.4476
H -33.85 2.61 -10.83 0.2981
H -35.22 3.67 -10.44 0.5181
H -33.52 5.57 -10.70 -0.7229
H -32.30 4.32 -10.54 1.1587
H -32.07 6.50 -8.43 -0.3259
H -31.27 4.92 -8.34 0.9515
H -31.83 4.72 -5.99 0.3731
H -32.83 6.16 -6.09 0.4149
H -29.77 5.98 -6.42 0.3873
H -30.68 6.46 -4.98 0.3895
H -29.88 8.56 -6.17 0.4973
H -31.64 8.55 -6.15 0.0372
H -30.80 8.16 -7.54 -0.2198
H -34.52 2.43 -8.32 0.6003
H -33.82 3.01 -6.78 0.6521
H -31.53 2.59 -7.72 0.2784
H -32.21 2.13 -9.27 0.2456
H -33.48 0.23 -7.99 0.3908
H -32.46 0.60 -6.60 0.2919
H -31.28 -0.07 -9.31 0.3259
H -31.30 -1.20 -7.84 0.4073
H -30.38 0.17 -7.77 0.2989
H -35.39 5.39 -7.15 0.6714
H -35.87 5.22 -8.79 0.6445
H -34.62 7.42 -9.35 -0.6693
H -34.09 7.50 -7.67 -0.1405
H -36.29 7.74 -6.83 0.2606
H -37.06 7.37 -8.28 0.3952
H -36.34 9.54 -9.33 0.1182
H -35.36 9.92 -7.90 0.2662
H -37.16 9.76 -7.87 -0.0415
C -31.79 4.81 -15.57 -1.1713
C -30.56 4.43 -14.81 -0.3894
C -29.40 5.44 -14.99 0.3602
C -28.11 4.81 -14.35 -1.5247
P -26.63 5.84 -14.48 0.0444
C -26.46 6.56 -16.12 -0.7609
C -26.23 5.53 -17.23 -0.6645
C -25.96 6.17 -18.61 -0.5621
C -26.81 7.40 -18.92 -1.1675
C -25.20 4.80 -14.10 -0.7965
C -23.82 5.48 -14.21 -1.0381
C -23.31 6.23 -12.94 0.4365
C -21.94 6.86 -13.11 -1.4216
C -26.72 7.20 -13.28 -1.0407
C -27.16 6.82 -11.89 -0.5554
C -26.97 7.89 -10.78 0.5345
C -27.12 7.47 -9.34 -1.2601
H -31.59 4.91 -16.63 0.4489
H -32.15 5.78 -15.17 0.0388
H -32.57 4.06 -15.48 0.3875
H -30.21 3.47 -15.23 0.6017
H -30.80 4.30 -13.74 0.0666
H -29.67 6.37 -14.51 -0.1729
H -29.22 5.53 -16.09 0.1304
H -27.91 3.84 -14.83 0.8011
H -28.24 4.61 -13.28 0.5890
H -25.67 7.35 -16.09 0.7675
H -27.38 7.09 -16.34 0.4796
H -27.09 4.87 -17.41 0.2502
H -25.42 4.87 -16.92 0.2973
H -26.12 5.40 -19.37 0.3763
H -24.93 6.51 -18.69 0.3088
H -27.86 7.16 -18.71 0.2177
H -26.70 7.80 -19.91 0.4755
H -26.60 8.23 -18.23 0.2647
H -25.27 3.95 -14.81 0.5711
H -25.26 4.41 -13.07 0.5882
H -23.73 6.15 -15.09 0.2976
H -23.08 4.75 -14.51 0.5517
H -23.32 5.55 -12.09 0.3403
H -24.07 6.95 -12.63 -0.2121
H -21.92 7.33 -14.11 0.3377
H -21.16 6.11 -13.04 0.3651
H -21.84 7.74 -12.49 0.3595
H -27.31 8.04 -13.74 0.5297
H -25.70 7.63 -13.18 0.6843
H -26.50 6.00 -11.56 0.6883
H -28.18 6.45 -11.91 0.0483
H -27.60 8.75 -10.99 -0.3018
H -25.93 8.23 -10.92 0.2537
H -27.24 8.39 -8.76 -0.0130
H -26.19 7.00 -9.02 0.4731
H -28.00 6.86 -9.13 0.2103
C -32.22 11.60 -9.92 0.1779
F -32.50 10.52 -9.28 0.0984
F -33.32 12.13 -10.45 -0.2745
F -31.72 12.48 -8.98 -0.0893
S -31.02 11.46 -11.22 -0.1301
O -31.29 12.59 -12.07 -0.3525
O -29.80 11.38 -10.44 -0.2329
N -31.29 10.08 -11.97 0.1138
S -30.49 8.78 -11.85 0.6814
O -29.51 8.59 -12.87 -0.6221
O -30.11 8.31 -10.56 -0.2908
C -31.88 7.84 -12.40 -0.2588
F -32.42 8.25 -13.55 0.0821
F -31.57 6.52 -12.59 0.0424
F -32.96 7.85 -11.50 -0.2663
C -36.44 13.76 -9.95 0.4118
F -35.45 14.69 -9.77 -0.2299
F -36.50 13.42 -11.25 -0.2082
F -36.16 12.68 -9.30 0.0492
S -38.00 14.51 -9.30 0.9775
O -37.59 15.14 -8.06 -0.5731
O -38.43 15.17 -10.41 -0.6611
N -38.76 13.18 -8.98 -0.5067
S -39.09 12.46 -7.69 1.3833
O -38.00 11.72 -7.04 -0.5369
O -40.09 13.01 -6.83 -0.7543
C -39.91 11.16 -8.54 0.1482
F -40.87 11.58 -9.37 -0.2203
F -38.99 10.50 -9.26 -0.0815
F -40.42 10.25 -7.64 -0.2500
```